[1]
C3H5ClFNO in the gas phase at a distorted geometry. Source: OMol25; level of theory: ωB97M-V/def2-TZVPD.

Summary:
HOMO = -10.187 eV
orbital gap = 11.128 eV
LUMO = 0.94 eV
strongest force on any atom = 2.985 eV/Å
structure (SMILES) = C=NOC[C@@H](F)Cl

```
12
Properties=species:S:1:pos:R:3:forces:R:3
C -0.40128 -0.66275 -2.92231 -0.035 -0.077 0.584
N -0.31252 -0.00346 -1.82281 0.632 -0.466 -2.399
O -1.06766 -0.57788 -0.83778 -0.477 0.077 0.111
C -1.13140 0.32663 0.22309 -1.691 0.672 1.478
C 0.22076 0.68058 0.78488 1.003 2.591 -1.092
F 0.08390 1.47971 1.91706 -0.395 -0.585 -0.289
Cl 1.25862 -0.65909 1.14222 0.098 -0.642 0.200
H -1.06364 -1.53675 -2.99900 0.230 0.261 0.150
H 0.20508 -0.42572 -3.81172 -0.313 0.366 0.830
H -1.69217 -0.17423 1.01656 0.041 -0.227 -0.085
H -1.76073 1.27147 0.02450 1.270 -1.171 -0.166
H 0.76021 1.33295 0.04616 -0.363 -0.800 0.678
```
Positions in Å, forces in eV/Å.

Atomic partial charges in e from the Mulliken method, atoms 1 to 4: number 1, C, carries -0.3126; number 2, N, carries -0.3921; number 3, O, carries -0.0996; number 4, C, carries -0.3391



[2]
C3H5ClN2 in the gas phase at a distorted geometry. Source: OMol25; level of theory: ωB97M-V/def2-TZVPD.

Summary:
HOMO = -8.033 eV
orbital gap = 8.483 eV
LUMO = 0.45 eV
strongest force on any atom = 7.929 eV/Å
structure (SMILES) = N/N=C/C=C\Cl

```
11
Properties=species:S:1:pos:R:3:forces:R:3
N 1.93432 -1.27692 -0.15648 6.029 -3.801 3.474
N 0.74801 -0.84184 -0.10411 -3.568 2.138 -0.172
C 0.50153 0.40703 -0.18795 -0.334 -0.700 0.427
C -0.83029 0.87879 -0.09717 -3.197 0.820 0.899
C -2.11656 0.37387 -0.04896 3.054 1.218 -0.236
Cl -2.61426 -1.26139 -0.11363 0.004 0.198 -0.189
H 2.80674 -0.61516 -0.22881 -2.151 -0.933 0.492
H 2.00410 -1.98717 0.77741 0.451 2.180 -3.710
H 1.22533 1.20187 -0.05706 0.807 -0.188 -0.484
H -0.82705 1.94768 0.19610 -0.277 -0.445 -0.722
H -2.83188 1.17323 0.02064 -0.818 -0.489 0.222
```
Positions in Å, forces in eV/Å.

Atomic partial charges in e from the Mulliken method, atoms 1 to 4: number 1, N, carries -0.5629; number 2, N, carries -0.0625; number 3, C, carries -0.0095; number 4, C, carries -0.1713



[3]
C3H5ClN2 in the gas phase at a distorted geometry. Source: OMol25; level of theory: ωB97M-V/def2-TZVPD.

Summary:
HOMO = -9.344 eV
orbital gap = 9.439 eV
LUMO = 0.10 eV
strongest force on any atom = 5.754 eV/Å
structure (SMILES) = Cl[C@@H]1C=NNC1

```
11
Properties=species:S:1:pos:R:3:forces:R:3
Cl -1.80426 -0.08051 -0.28579 1.809 0.727 1.299
C -0.18057 0.35128 0.78022 -1.537 -5.331 1.524
C 0.71026 1.22366 0.21244 3.207 2.545 -3.489
N 1.41777 0.60717 -0.71644 0.947 0.102 0.293
N 1.21692 -0.80308 -0.67868 -1.314 1.674 2.549
C 0.77856 -0.91648 0.76679 -1.695 -1.812 1.141
H -0.44509 0.43262 1.79034 -1.188 0.753 1.131
H 0.94299 2.30449 0.49886 -0.757 -1.571 -1.053
H 2.01505 -1.36074 -0.95288 0.269 0.659 -0.070
H 1.66560 -0.63122 1.48887 -1.542 -0.648 -1.326
H 0.20160 -1.95598 1.24235 1.802 2.903 -2.000
```
Positions in Å, forces in eV/Å.

Atomic partial charges in e from the Mulliken method, atoms 1 to 4: number 1, Cl, carries -0.2372; number 2, C, carries -0.1583; number 3, C, carries -0.0575; number 4, N, carries -0.3881



[4]
C3H5ClN2 in the gas phase at a distorted geometry. Source: OMol25; level of theory: ωB97M-V/def2-TZVPD.

Summary:
HOMO = -9.508 eV
orbital gap = 9.947 eV
LUMO = 0.44 eV
strongest force on any atom = 4.542 eV/Å
structure (SMILES) = [H]/N=C(N)\C=C/Cl

```
11
Properties=species:S:1:pos:R:3:forces:R:3
H 2.75645 0.47627 -1.23004 -1.830 1.391 -1.275
N 1.87334 0.88975 -1.72858 2.868 -1.218 0.435
C 0.88817 0.61864 -0.99606 -0.001 -1.361 2.729
N -0.38989 0.66548 -1.38458 -0.719 1.153 -4.334
C 1.04816 0.07658 0.44428 -0.101 0.191 0.041
C 0.14267 -0.39304 1.36744 1.209 -0.123 -2.761
Cl -1.57756 -0.85834 1.07880 1.610 0.757 0.360
H -1.00879 1.02794 -0.72229 -1.275 0.404 0.963
H -0.51997 1.07089 -2.38121 0.271 -0.874 2.415
H 2.16842 0.14222 0.64611 -1.757 -0.284 0.675
H 0.56432 -0.82531 2.24605 -0.276 -0.035 0.751
```
Positions in Å, forces in eV/Å.

Atomic partial charges in e from the Mulliken method, atoms 1 to 4: number 1, H, carries 0.2216; number 2, N, carries -0.7130; number 3, C, carries 0.6558; number 4, N, carries -0.4461



[5]
C3H5ClN2S in the gas phase at a distorted geometry. Source: OMol25; level of theory: ωB97M-V/def2-TZVPD.

Summary:
HOMO = -8.765 eV
orbital gap = 8.692 eV
LUMO = -0.07 eV
strongest force on any atom = 2.390 eV/Å
structure (SMILES) = NN(C=S)/C=C/Cl

```
12
Properties=species:S:1:pos:R:3:forces:R:3
N 1.70518 -0.13271 -0.38692 1.142 -0.077 -1.830
N 0.38543 0.22427 -0.21823 -1.165 -1.072 1.210
C 0.05726 1.49116 0.06206 0.585 1.035 -0.809
S 1.15256 2.75483 -0.01311 -0.988 -0.829 0.339
C -0.42854 -0.98307 -0.07901 -0.856 1.759 0.109
C -1.65892 -1.08557 0.47502 1.935 1.008 -0.976
Cl -2.52970 -2.53825 0.44113 -0.308 -0.566 0.035
H 2.25196 0.09823 0.41330 0.220 0.255 1.021
H 2.12271 0.45334 -1.12904 -0.485 -0.328 0.354
H -1.01289 1.65345 0.17938 0.098 -0.008 0.190
H 0.14521 -1.71043 -0.60688 -0.263 -1.016 0.149
H -2.19027 -0.22526 0.86230 0.085 -0.161 0.208
```
Positions in Å, forces in eV/Å.

Atomic partial charges in e from the Mulliken method, atoms 1 to 4: number 1, N, carries -0.7488; number 2, N, carries 0.3384; number 3, C, carries -0.1411; number 4, S, carries -0.2942



[6]
A gas-phase ion, C3H5ClN3O (charge +1) at a distorted geometry. Source: OMol25; level of theory: ωB97M-V/def2-TZVPD.

Summary:
HOMO (alpha / beta) = -13.980 / -13.978 eV
orbital gap (alpha / beta) = 7.865 / 7.861 eV
LUMO (alpha / beta) = -6.12 / -6.12 eV
strongest force on any atom = 2.633 eV/Å
charge = +1

```
13
Properties=species:S:1:pos:R:3:forces:R:3
C -1.05123 -0.69515 -1.46376 0.237 0.153 -0.130
C 0.60857 0.28796 0.77182 -1.826 -0.249 -1.881
C -1.05604 0.67518 -1.11596 1.114 0.320 1.627
N -0.99709 -1.72475 -0.69086 0.041 -0.731 -1.168
N 0.24649 -0.87267 1.20766 0.897 0.777 0.298
N 1.64095 0.98665 1.12270 0.620 0.095 0.547
O -0.65950 -1.77292 0.55615 -0.420 -0.063 1.202
Cl -0.72891 1.86813 -2.24439 -0.014 -0.236 0.141
H -1.14334 -0.95683 -2.51382 -0.191 -0.013 0.050
H -1.52865 1.00082 -0.19698 -0.127 0.022 -0.252
H 0.53986 -1.36659 2.05415 -0.126 -0.019 -0.383
H 1.75684 1.92693 0.76885 -0.045 -0.165 0.046
H 2.37205 0.64325 1.74443 -0.159 0.108 -0.098
```
Positions in Å, forces in eV/Å.

Atomic partial charges in e from the Mulliken method, atoms 1 to 4: number 1, C, carries 0.0879; number 2, C, carries 0.1925; number 3, C, carries -0.1518; number 4, N, carries -0.2139



[7]
2 unconnected molecules or ions with the total composition C3H5ClO2S at a distorted geometry. Source: OMol25; level of theory: ωB97M-V/def2-TZVPD.

Summary:
HOMO = -10.358 eV
orbital gap = 10.212 eV
LUMO = -0.15 eV
strongest force on any atom = 3.539 eV/Å

```
12
Properties=species:S:1:pos:R:3:forces:R:3
C -0.69754 0.21982 0.28364 0.076 -0.570 1.079
C -0.77034 0.85069 -0.81805 -1.066 1.000 -3.223
C -0.51390 -0.51974 1.33842 -2.294 0.518 1.645
O 2.46518 -0.81632 0.05142 2.250 -0.187 -1.528
O 4.09239 0.47508 1.38048 -0.484 0.358 -2.101
S 3.66868 0.29349 -0.01520 -0.779 -0.924 2.383
Cl 2.44952 1.90334 -0.65457 0.382 -0.005 0.301
H -0.34144 1.78051 -1.14475 0.620 0.464 0.991
H -1.35351 0.56321 -1.72013 0.070 -0.732 1.042
H 1.68269 -0.58559 0.52150 -1.009 0.964 0.849
H -1.25540 -0.52807 2.25826 1.886 0.069 -2.014
H 0.29109 -1.20606 1.26848 0.347 -0.956 0.574
```
Positions in Å, forces in eV/Å.

Atomic partial charges in e from the Mulliken method, atoms 1 to 4: number 1, C, carries 0.2434; number 2, C, carries -0.5929; number 3, C, carries -0.6737; number 4, O, carries -0.3723



[8]
C3H5ClOS in the gas phase at a distorted geometry. Source: OMol25; level of theory: ωB97M-V/def2-TZVPD.

Summary:
HOMO = -9.488 eV
orbital gap = 9.887 eV
LUMO = 0.40 eV
strongest force on any atom = 3.478 eV/Å
structure (SMILES) = O=C(CS)CCl

```
11
Properties=species:S:1:pos:R:3:forces:R:3
O 1.49918 -1.44903 -0.09466 1.510 -2.106 -0.029
C 0.50557 -0.81380 -0.10039 -0.416 3.451 0.139
C -0.20600 -0.47323 1.17819 -1.278 -0.007 0.401
S -0.47916 1.28841 1.60688 1.503 -0.246 1.601
C 0.32436 0.10041 -1.31037 0.436 -1.368 -2.166
Cl -1.29711 0.61790 -1.79655 -0.960 -0.589 -0.261
H -1.21530 -0.87472 1.22696 0.086 -0.535 -0.147
H 0.39021 -0.86831 2.00811 -0.233 0.060 -0.197
H -1.09170 1.79981 0.59500 -0.816 0.076 -1.398
H 0.68254 1.09052 -1.12101 1.320 0.080 0.516
H 0.88742 -0.41796 -2.19216 -1.152 1.184 1.541
```
Positions in Å, forces in eV/Å.

Atomic partial charges in e from the Mulliken method, atoms 1 to 4: number 1, O, carries -0.4751; number 2, C, carries 0.7012; number 3, C, carries -0.7203; number 4, S, carries -0.1738



[9]
C3H5ClS in the gas phase at a distorted geometry. Source: OMol25; level of theory: ωB97M-V/def2-TZVPD.

Summary:
HOMO = -9.071 eV
orbital gap = 9.926 eV
LUMO = 0.86 eV
strongest force on any atom = 6.050 eV/Å
structure (SMILES) = C[C@@H]1S[C@H]1Cl

```
10
Properties=species:S:1:pos:R:3:forces:R:3
C -0.25077 0.85378 0.98132 3.852 2.795 -3.735
C -0.03655 0.30732 -0.47625 0.283 3.155 0.899
S -1.36215 -0.53588 -1.23684 -1.170 -1.533 -0.033
C 0.21411 -1.10121 -0.51299 0.154 -1.330 -1.217
Cl 1.36821 -1.75588 -1.64224 0.697 -0.037 -0.827
H -0.82406 0.23332 1.51034 -1.332 -3.201 2.392
H -0.78261 1.77833 1.12468 -0.092 0.769 -0.839
H 0.83447 1.06386 1.20625 -1.240 -0.516 1.063
H 0.47795 0.92842 -1.26812 -0.152 -0.532 1.508
H 0.36141 -1.77207 0.31384 -0.999 0.430 0.788
```
Positions in Å, forces in eV/Å.

Atomic partial charges in e from the Mulliken method, atoms 1 to 4: number 1, C, carries -1.2116; number 2, C, carries 0.0165; number 3, S, carries -0.1428; number 4, C, carries -0.2558



[10]
2 unconnected molecules or ions with the total composition C3H5ClS at a distorted geometry. Source: OMol25; level of theory: ωB97M-V/def2-TZVPD.

Summary:
HOMO = -9.032 eV
orbital gap = 9.269 eV
LUMO = 0.24 eV
strongest force on any atom = 3.688 eV/Å
structure (SMILES) = C=C1CS1.Cl

```
10
Properties=species:S:1:pos:R:3:forces:R:3
C 0.20122 -0.45980 -0.82579 -1.105 0.280 -1.656
C 0.24754 0.71280 -0.23182 2.199 -0.718 2.086
C 0.80722 1.39225 0.98328 2.789 -0.097 -2.411
S 0.28200 2.35443 -0.41341 -1.224 2.161 -1.331
H 0.48756 -1.43985 -0.44004 -0.867 0.343 0.147
H -0.18435 -0.26713 -1.82602 0.000 -1.261 -0.203
H 0.15529 1.39624 1.74409 -1.905 0.225 3.074
H 1.90116 1.57634 1.14230 -1.247 -1.030 0.102
Cl 3.03893 -0.76735 0.04950 -1.173 -0.531 -1.641
H 1.86446 -0.84960 -0.84980 2.536 0.628 1.833
```
Positions in Å, forces in eV/Å.

Atomic partial charges in e from the Mulliken method, atoms 1 to 4: number 1, C, carries -0.8473; number 2, C, carries 0.2867; number 3, C, carries -0.5643; number 4, S, carries -0.1474



> Which of these has the lowest strongest force on any atom?

C3H5ClN2S